Below is a single C2H4P2S molecule at a distorted geometry, with properties calculated with ωB97M-V/def2-TZVPD.

CARTESIAN COORDINATES (ANGSTROEM)
C (-0.57, -1.62, 0.83)
C (-0.21, 1.72, -0.64)
P (0.15, -1.23, -0.64)
P (1.92, -0.21, 0.06)
S (1.38, 1.77, -0.24)
H (0.06, -1.40, 1.67)
H (-1.38, -2.31, 0.79)
H (-0.65, 2.53, -1.25)
H (-0.70, 0.76, -0.58)

The energy relative to the best compared isomer or geometry (same formula, charge and spin) comes out at 68.6 kcal per mole. The HOMO energy (spin up / spin down) is -7.87 / -7.85 eV. Its largest force on an atom is 0.0425 Eh/bohr. The molar mass is 122.1 g mol⁻¹. The multiplicity is 1. The frontier orbital gap (spin up / spin down) is 6.84 / 7.29 eV.

***

Below is a single C2H4P2S molecule at a distorted geometry, with properties calculated with ωB97M-V/def2-TZVPD.

CARTESIAN COORDINATES (ANGSTROEM)
C (-0.15, -0.67, -0.57)
C (-0.93, 0.46, -0.01)
P (1.69, -0.50, -0.83)
P (2.27, 0.47, 0.86)
S (0.62, 1.07, 1.88)
H (-0.15, -1.48, 0.03)
H (-0.59, -1.18, -1.52)
H (-0.96, 1.43, -0.45)
H (-1.80, 0.41, 0.61)

The energy relative to the best compared isomer or geometry (same formula, charge and spin) comes out at 31.3 kcal per mole. The HOMO energy (spin up / spin down) is -6.52 / -8.84 eV. Its largest force on an atom is 0.0729 Eh/bohr. The molar mass is 122.1 g mol⁻¹. The multiplicity is 3. The frontier orbital gap (spin up / spin down) is 5.56 / 5.98 eV.

***

Below is a single C2H4P2S4 molecule at a distorted geometry, with properties calculated with ωB97M-V/def2-TZVPD.

CARTESIAN COORDINATES (ANGSTROEM)
C (-0.72, -0.62, -0.54)
C (1.52, 0.74, -0.01)
P (-1.10, -0.41, 1.21)
P (0.35, 0.69, -1.25)
S (-2.95, 0.49, 0.98)
S (-3.75, 0.34, -0.77)
S (0.06, -2.27, -0.97)
S (2.85, 1.81, 0.18)
H (-1.57, -0.50, -1.08)
H (1.36, 0.26, 0.96)
H (1.23, -2.35, -0.21)
H (2.73, 1.83, 1.49)

The energy relative to the best compared isomer or geometry (same formula, charge and spin) comes out at 46.9 kcal per mole. The HOMO energy (spin up / spin down) is -8.42 / -8.23 eV. Its largest force on an atom is 0.0801 Eh/bohr. The molar mass is 218.3 g mol⁻¹. The multiplicity is 1. The frontier orbital gap (spin up / spin down) is 6.64 / 6.28 eV.

***

Below is C2H4S2 as an isolated structure at a distorted geometry, with properties calculated with ωB97M-V/def2-TZVPD.

CARTESIAN COORDINATES (ANGSTROEM)
C (0.48, 0.57, -0.33)
C (-0.42, -1.01, 0.51)
S (-0.30, 1.28, -1.80)
S (-0.05, 2.14, 0.07)
H (1.61, 0.37, -0.28)
H (0.57, -1.27, 0.93)
H (-0.80, -1.62, -0.23)
H (-1.10, -0.46, 1.13)

The energy relative to the best compared isomer or geometry (same formula, charge and spin) comes out at 47.6 kcal per mole. The HOMO energy is -8.36 eV. Its largest force on an atom is 0.1250 Eh/bohr. The molar mass is 92.2 g mol⁻¹. The multiplicity is 1. The frontier orbital gap is 8.49 eV.

***

Below is a single C2H4S3 molecule at a distorted geometry, with properties calculated with ωB97M-V/def2-TZVPD.

CARTESIAN COORDINATES (ANGSTROEM)
C (0.96, -0.88, -0.33)
C (-0.26, -0.14, 0.10)
S (-0.16, -1.73, 0.84)
S (0.18, 1.15, 1.32)
S (-1.68, 0.37, -0.94)
H (1.11, -1.30, -1.35)
H (1.89, -0.63, 0.14)
H (-0.89, 1.79, 1.61)
H (-1.15, 1.38, -1.41)

The energy relative to the best compared isomer or geometry (same formula, charge and spin) comes out at 27.2 kcal per mole. The HOMO energy is -8.74 eV. Its structure (SMILES) is SC1(S)CS1. Its largest force on an atom is 0.0826 Eh/bohr. The molar mass is 124.3 g mol⁻¹. The multiplicity is 1. The frontier orbital gap is 9.37 eV.

***

Below is a 2-piece molecular cluster, C2H4Si overall at a distorted geometry, with properties calculated with ωB97M-V/def2-TZVPD.

CARTESIAN COORDINATES (ANGSTROEM)
C (-1.26, -0.88, 0.04)
C (-1.62, 0.24, -0.19)
Si (2.02, -0.18, -0.08)
H (-1.01, -1.88, 0.22)
H (-1.93, 1.22, -0.40)
H (1.91, 0.41, 1.27)
H (1.88, 1.07, -0.86)

The energy relative to the best compared isomer or geometry (same formula, charge and spin) comes out at 53.1 kcal per mole. The HOMO energy is -8.47 eV. Its largest force on an atom is 0.0220 Eh/bohr. The molar mass is 56.1 g mol⁻¹. The multiplicity is 1. The frontier orbital gap is 7.78 eV.

***

Below is C2H5AgO3 as an isolated structure at a distorted geometry, with properties calculated with ωB97M-V/def2-TZVPD.

CARTESIAN COORDINATES (ANGSTROEM)
H (-1.43, -0.65, 1.49)
O (0.49, -1.08, 1.66)
O (1.66, -0.85, 1.14)
C (-0.67, -1.21, 0.94)
H (-0.63, -2.20, 0.46)
Ag (2.20, 0.96, 0.40)
O (0.96, 1.45, -1.11)
C (-0.23, 1.14, -1.42)
H (-0.44, 1.15, -2.51)
H (-0.89, -0.40, -0.18)
H (-1.01, 1.69, -0.86)

The energy relative to the best compared isomer or geometry (same formula, charge and spin) comes out at 29.6 kcal per mole. The HOMO energy (spin up / spin down) is -20.98 / -20.44 eV. Its largest force on an atom is 0.1258 Eh/bohr. The molar mass is 184.9 g mol⁻¹. The multiplicity is 3. The charge is +2. The frontier orbital gap (spin up / spin down) is 10.11 / 5.70 eV.

***

Below is C2H5AlO3 as an isolated structure at a distorted geometry, with properties calculated with ωB97M-V/def2-TZVPD.

CARTESIAN COORDINATES (ANGSTROEM)
H (1.48, 0.55, 1.35)
O (0.60, -1.21, 1.46)
O (-0.10, -2.03, 0.72)
C (0.48, 0.14, 1.55)
H (-0.34, 0.34, 2.24)
Al (-0.06, -1.81, -0.95)
O (-0.55, -0.42, -1.78)
C (-0.53, 0.81, -1.45)
H (-1.39, 1.40, -1.84)
H (-0.01, 0.88, 0.38)
H (0.42, 1.32, -1.68)

The HOMO energy (spin up / spin down) is -27.17 / -27.07 eV. Its largest force on an atom is 0.1186 Eh/bohr. The molar mass is 104.0 g mol⁻¹. The multiplicity is 2. The charge is +3. The frontier orbital gap (spin up / spin down) is 8.37 / 7.38 eV.

***

Below is C2H5B as an isolated structure at a distorted geometry, with properties calculated with ωB97M-V/def2-TZVPD.

CARTESIAN COORDINATES (ANGSTROEM)
B (1.38, -0.04, 0.04)
C (-1.33, -0.23, 0.31)
C (-0.14, 0.06, -0.23)
H (2.23, -0.59, -0.51)
H (1.95, 1.24, 0.67)
H (-2.35, -0.19, -0.14)
H (-1.52, -0.81, 1.21)
H (-0.23, 0.56, -1.34)

The energy relative to the best compared isomer or geometry (same formula, charge and spin) comes out at 40.6 kcal per mole. The HOMO energy is -9.53 eV. Its largest force on an atom is 0.0978 Eh/bohr. The molar mass is 39.9 g mol⁻¹. The multiplicity is 1. The frontier orbital gap is 9.43 eV.

***

Below is a single C2H5B molecule at a distorted geometry, with properties calculated with ωB97M-V/def2-TZVPD.

CARTESIAN COORDINATES (ANGSTROEM)
B (0.05, -0.55, -0.20)
C (-0.38, 0.60, -1.11)
C (0.15, -0.44, 1.23)
H (0.32, -1.47, -0.81)
H (0.50, -1.19, 1.97)
H (-0.18, 0.30, -2.07)
H (-0.92, 1.50, -0.80)
H (0.15, 0.42, 1.78)

The energy relative to the best compared isomer or geometry (same formula, charge and spin) comes out at 0.0 kcal per mole. The HOMO energy (spin up / spin down) is -8.43 / -11.00 eV. Its largest force on an atom is 0.0924 Eh/bohr. The molar mass is 39.9 g mol⁻¹. The multiplicity is 3. The frontier orbital gap (spin up / spin down) is 9.29 / 8.76 eV.

***

Below is a 2-piece molecular cluster, C2H5B2NO6 overall at a distorted geometry, with properties calculated with ωB97M-V/def2-TZVPD.

CARTESIAN COORDINATES (ANGSTROEM)
B (1.16, -1.24, -1.28)
B (-0.65, 0.62, 1.73)
C (-2.01, 0.52, -1.62)
C (-0.65, 0.39, -1.29)
N (-3.09, 0.56, -1.97)
O (1.86, -0.67, -0.31)
O (1.62, -2.22, -2.06)
O (0.52, 1.11, 1.18)
O (-0.51, 0.80, 3.11)
O (-0.10, -0.78, -1.64)
O (-1.57, 0.07, 1.10)
H (-0.22, 1.18, -0.72)
H (1.58, 0.10, 0.23)
H (2.54, -2.57, -2.06)
H (0.85, 1.63, 1.99)
H (-1.35, 0.51, 3.61)

The energy relative to the best compared isomer or geometry (same formula, charge and spin) comes out at 24.5 kcal per mole. The HOMO energy (spin up / spin down) is -9.57 / -10.20 eV. Its largest force on an atom is 0.0916 Eh/bohr. The molar mass is 160.7 g mol⁻¹. The multiplicity is 1. The frontier orbital gap (spin up / spin down) is 6.64 / 7.51 eV.

***

Below is a 2-piece molecular cluster, C2H5BO overall at a distorted geometry, with properties calculated with ωB97M-V/def2-TZVPD.

CARTESIAN COORDINATES (ANGSTROEM)
B (-0.40, -0.31, 0.82)
C (1.09, 1.23, -0.75)
C (0.70, -0.13, -0.32)
O (2.04, 1.40, -1.40)
H (-0.60, -1.15, 1.46)
H (-0.93, 0.66, 1.22)
H (0.52, 2.04, -0.31)
H (1.45, -0.94, -0.55)
H (-0.42, -0.23, -1.45)

The energy relative to the best compared isomer or geometry (same formula, charge and spin) comes out at 103.7 kcal per mole. The HOMO energy is -9.99 eV. Its largest force on an atom is 0.0947 Eh/bohr. The molar mass is 55.9 g mol⁻¹. The multiplicity is 1. The frontier orbital gap is 9.77 eV.

***

Below is a single C2H5BO2 molecule at a distorted geometry, with properties calculated with ωB97M-V/def2-TZVPD.

CARTESIAN COORDINATES (ANGSTROEM)
B (-0.13, 0.77, -0.12)
C (0.63, -1.66, 0.08)
C (0.46, -0.53, -0.58)
O (-0.89, 1.55, -0.91)
O (-0.09, 0.91, 1.26)
H (1.10, -2.56, -0.31)
H (0.27, -1.71, 1.07)
H (0.75, -0.51, -1.68)
H (-1.25, 2.26, -0.38)
H (-0.85, 1.48, 1.57)

The energy relative to the best compared isomer or geometry (same formula, charge and spin) comes out at 5.4 kcal per mole. The HOMO energy is -10.12 eV. Its structure (SMILES) is C=CB(O)O. Its largest force on an atom is 0.0753 Eh/bohr. The molar mass is 71.9 g mol⁻¹. The multiplicity is 1. The frontier orbital gap is 10.41 eV.

***

Below is a 2-piece molecular cluster, C2H5BO4 overall at a distorted geometry, with properties calculated with ωB97M-V/def2-TZVPD.

CARTESIAN COORDINATES (ANGSTROEM)
B (-0.45, -1.82, -1.24)
C (-0.63, 0.68, 0.54)
C (0.94, 2.11, 1.61)
O (-1.66, 1.27, 0.73)
O (-0.10, -1.44, -2.47)
O (-0.81, -3.02, -0.80)
O (0.59, 0.91, 0.87)
H (1.53, 1.80, 2.47)
H (0.03, 2.62, 1.94)
H (1.52, 2.75, 0.96)
H (-0.11, -2.08, -3.20)
H (-0.85, -3.77, -1.40)

The energy relative to the best compared isomer or geometry (same formula, charge and spin) comes out at 83.6 kcal per mole. The HOMO energy (spin up / spin down) is -8.19 / -7.60 eV. Its largest force on an atom is 0.0428 Eh/bohr. The molar mass is 103.9 g mol⁻¹. The multiplicity is 1. The frontier orbital gap (spin up / spin down) is 7.89 / 7.62 eV.

***

Below is C2H5Br as an isolated structure at a distorted geometry, with properties calculated with ωB97M-V/def2-TZVPD.

CARTESIAN COORDINATES (ANGSTROEM)
C (-0.62, -0.67, -0.48)
C (0.42, 0.55, 0.55)
Br (1.95, 1.02, -0.45)
H (-1.63, -0.77, -0.13)
H (-0.42, -0.07, -1.33)
H (-0.18, -1.65, -0.33)
H (0.77, 0.26, 1.56)
H (-0.31, 1.35, 0.60)

The energy relative to the best compared isomer or geometry (same formula, charge and spin) comes out at 23.6 kcal per mole. The HOMO energy is -9.75 eV. Its largest force on an atom is 0.0954 Eh/bohr. The molar mass is 109.0 g mol⁻¹. The multiplicity is 1. The frontier orbital gap is 10.78 eV.

***

Below is C2H5Br2P as an isolated structure at a distorted geometry, with properties calculated with ωB97M-V/def2-TZVPD.

CARTESIAN COORDINATES (ANGSTROEM)
C (-0.81, 0.98, 0.26)
C (1.03, -0.42, -1.22)
P (-0.73, 0.01, 1.74)
Br (-0.07, -1.84, -1.96)
Br (2.29, -0.76, -0.07)
H (-0.83, 2.08, 0.49)
H (-1.62, 0.77, -0.50)
H (0.93, 0.34, -1.88)
H (0.61, 0.21, 1.83)
H (-0.80, -1.36, 1.31)

The energy relative to the best compared isomer or geometry (same formula, charge and spin) comes out at 134.0 kcal per mole. The HOMO energy (spin up / spin down) is -8.13 / -8.03 eV. Its largest force on an atom is 0.0737 Eh/bohr. The molar mass is 219.8 g mol⁻¹. The multiplicity is 1. The frontier orbital gap (spin up / spin down) is 7.93 / 7.78 eV.

***

Below is an isolated ion of composition C2H5BrN3 and charge +1 at a distorted geometry, with properties calculated with ωB97M-V/def2-TZVPD.

CARTESIAN COORDINATES (ANGSTROEM)
C (0.29, 0.67, -0.73)
C (-1.42, 0.28, 0.86)
N (-0.36, 1.83, -0.39)
N (-1.16, 1.79, 0.50)
N (-0.21, -0.40, 0.19)
Br (-3.05, -0.09, -0.13)
H (0.26, 0.34, -1.86)
H (1.38, 0.96, -0.56)
H (-1.75, 0.13, 1.94)
H (-0.54, -1.17, -0.38)
H (0.34, -0.69, 0.97)

The energy relative to the best compared isomer or geometry (same formula, charge and spin) comes out at 57.3 kcal per mole. The HOMO energy is -14.86 eV. Its structure (SMILES) is Br[C@@H]1N=NC[NH2+]1. Its largest force on an atom is 0.0815 Eh/bohr. The molar mass is 151.0 g mol⁻¹. The multiplicity is 1. The charge is +1. The frontier orbital gap is 10.44 eV.

***

Below is an isolated ion of composition C2H5BrNO3S and charge -1 at a distorted geometry, with properties calculated with ωB97M-V/def2-TZVPD.

CARTESIAN COORDINATES (ANGSTROEM)
C (-0.97, 1.03, 0.38)
C (-0.34, -1.25, 0.26)
N (-0.11, 0.01, -0.15)
O (1.33, 1.76, -1.15)
O (1.12, -0.46, -2.21)
O (2.36, -0.28, -0.17)
S (1.36, 0.31, -1.00)
Br (0.34, -1.45, 2.34)
H (-1.09, 1.93, -0.27)
H (-1.99, 0.60, 0.61)
H (-0.70, 1.36, 1.38)
H (0.15, -2.01, -0.45)
H (-1.46, -1.55, 0.43)

The energy relative to the best compared isomer or geometry (same formula, charge and spin) comes out at 0.0 kcal per mole. The HOMO energy is -5.14 eV. Its structure (SMILES) is CN(CBr)S(=O)(=O)[O-]. Its largest force on an atom is 0.0470 Eh/bohr. The molar mass is 203.0 g mol⁻¹. The multiplicity is 1. The charge is -1. The frontier orbital gap is 8.60 eV.

***

Below is C2H5BrOS as an isolated structure at a distorted geometry, with properties calculated with ωB97M-V/def2-TZVPD.

CARTESIAN COORDINATES (ANGSTROEM)
C (1.87, -0.79, -0.44)
C (-0.31, -0.70, 1.94)
O (0.23, -0.54, 3.15)
S (0.91, 0.53, 0.38)
Br (-0.34, -2.62, 1.39)
H (2.80, -1.01, 0.08)
H (1.95, -0.43, -1.47)
H (1.29, -1.68, -0.41)
H (-1.27, -0.22, 1.87)
H (1.13, -0.73, 3.14)

The energy relative to the best compared isomer or geometry (same formula, charge and spin) comes out at 31.4 kcal per mole. The HOMO energy is -8.91 eV. Its largest force on an atom is 0.0585 Eh/bohr. The molar mass is 157.0 g mol⁻¹. The multiplicity is 1. The frontier orbital gap is 8.78 eV.

***

Below is C2H5BrS2 as an isolated structure at a distorted geometry, with properties calculated with ωB97M-V/def2-TZVPD.

CARTESIAN COORDINATES (ANGSTROEM)
C (0.53, -0.91, 0.07)
C (-0.24, 0.40, 0.43)
S (0.91, 2.06, -0.30)
S (-1.90, 0.44, -0.22)
Br (-0.50, 0.79, 2.29)
H (0.27, -1.19, -0.90)
H (1.63, -0.75, 0.16)
H (0.30, -1.68, 0.84)
H (0.80, 1.62, -1.60)
H (-1.81, -0.77, -0.79)

The energy relative to the best compared isomer or geometry (same formula, charge and spin) comes out at 4.1 kcal per mole. The HOMO energy is -9.12 eV. Its largest force on an atom is 0.0637 Eh/bohr. The molar mass is 173.1 g mol⁻¹. The multiplicity is 1. The frontier orbital gap is 9.29 eV.